Record 1
93
Properties=species:S:1:pos:R:3:forces:R:3 method="wB97M-V/def2-TZVPD" molar_mass_g_mol=982.127 orbital_gap_ev=7.83 de_lowest_ev=0.203 lumo_energy_ev=0.0 total_energy_ev=-159524.624 e_homo_ev=-7.84
Rb -0.6533 -0.2470 -0.5061 0.3009 -0.0103 0.5725
Br 2.4874 -2.3235 7.2700 -0.0016 -0.0023 0.0074
C 2.4643 -1.7918 5.4475 0.0135 -0.0286 -0.0450
C 3.2053 -2.5066 4.5223 -0.0047 0.0199 0.0406
C 3.1486 -2.1386 3.1856 0.0113 0.0034 -0.0502
C 2.3515 -1.0727 2.7773 0.0153 -0.0163 -0.0345
C 1.6020 -0.3718 3.7176 -0.0001 -0.0053 0.0057
C 1.6735 -0.7193 5.0569 -0.0225 -0.0019 0.0053
N 2.2394 -0.7332 1.4126 0.0111 0.0248 0.0394
C 3.3035 -0.4778 0.7799 0.0379 0.0143 -0.0042
C 3.3284 -0.2241 -0.6772 -0.0196 -0.0114 -0.0128
C 4.5389 0.0592 -1.2944 0.0015 -0.0009 0.0083
C 4.5617 0.2276 -2.6716 -0.0261 -0.0005 0.0082
C 3.3790 0.0890 -3.3730 0.0283 0.0006 -0.0057
C 2.2122 -0.1933 -2.6684 -0.0410 0.0539 0.0611
N 2.1795 -0.3304 -1.3472 0.0723 -0.0904 -0.2072
H 3.8142 -3.3431 4.8370 0.0031 -0.0024 0.0046
H 3.6994 -2.7041 2.4440 0.0040 -0.0083 0.0119
H 0.9553 0.4340 3.3916 0.0165 -0.0171 0.0328
H 1.0973 -0.1745 5.7926 -0.0115 0.0061 -0.0121
H 4.2795 -0.4503 1.2801 -0.0142 -0.0145 0.0121
H 5.4425 0.1396 -0.7037 0.0020 0.0008 -0.0038
H 5.4881 0.4539 -3.1832 0.0004 -0.0042 -0.0008
H 3.3452 0.1932 -4.4486 0.0061 0.0014 0.0003
H 1.2676 -0.3239 -3.1873 -0.0169 0.0062 0.0310
F -3.2291 -1.8350 -4.8756 0.0139 0.0126 0.0074
C -3.0152 -0.9741 -3.8663 -0.0290 -0.0364 0.0047
F -4.2289 -0.6270 -3.3826 0.0023 -0.0031 -0.0144
F -2.4980 0.1506 -4.4066 -0.0120 -0.0033 0.0152
C -2.0837 -1.5873 -2.7672 -0.0434 0.0780 -0.0762
O -2.6750 -2.1125 -1.8087 0.0219 0.0112 -0.0019
O -0.8724 -1.4235 -2.9720 -0.0442 -0.0860 -0.2164
N -2.8771 2.8763 -2.3632 -0.0309 -0.0895 0.0030
C -2.0023 2.9245 -1.3418 -0.0777 -0.0062 0.0074
O -0.9238 2.3505 -1.3696 -0.0039 0.1272 -0.0802
C -2.3091 3.7802 -0.1306 0.0062 -0.0180 -0.0283
I -4.3478 4.2808 0.2474 0.0093 0.0102 0.0011
H -2.6804 2.2310 -3.1135 0.0099 0.0129 -0.0063
H -3.8150 3.2218 -2.2556 0.0094 0.0182 0.0132
H -1.7831 4.7262 -0.2340 0.0050 -0.0044 0.0050
H -1.9414 3.2627 0.7525 -0.0035 0.0025 0.0033
C -5.6027 -1.9512 -0.6957 -0.0081 0.0035 0.0161
N -5.1389 -0.6348 -0.3085 -0.0065 0.0060 -0.0334
C -5.9282 0.4991 -0.7430 0.0098 -0.0020 0.0096
C -3.9153 -0.4671 0.1982 -0.0657 -0.1053 -0.0907
O -3.3805 0.6264 0.3964 0.0289 0.1114 -0.0895
H -6.5699 -2.1617 -0.2336 -0.0024 -0.0083 -0.0013
H -4.8733 -2.6933 -0.3853 -0.0087 0.0149 -0.0125
H -5.6940 -2.0099 -1.7811 -0.0097 -0.0036 0.0070
H -6.9352 0.4310 -0.3262 -0.0055 -0.0040 -0.0117
H -5.9978 0.5123 -1.8332 -0.0001 0.0072 -0.0025
H -5.4541 1.4144 -0.3992 -0.0024 -0.0018 0.0009
H -3.4010 -1.4043 0.4419 -0.0700 -0.0087 0.0134
C -3.0923 0.6220 7.1262 0.0104 0.0010 -0.0254
C -3.0668 1.7263 6.0806 0.0361 0.0197 0.0277
N -1.9558 1.5899 5.1418 -0.0300 -0.0394 -0.0048
C -2.0362 1.6281 3.7859 0.0127 0.0507 -0.0845
S -0.7500 2.2918 2.9059 -0.0094 0.0433 -0.0017
N -3.1160 1.1608 3.1523 -0.0040 -0.0303 0.1262
C -4.0602 0.1428 3.6019 -0.0082 0.0310 -0.0388
C -5.5022 0.6184 3.5034 0.0516 0.0086 -0.0131
H -3.9215 0.7745 7.8183 0.0082 -0.0071 0.0148
H -2.1648 0.6195 7.7008 -0.0093 -0.0025 0.0106
H -3.1979 -0.3612 6.6665 -0.0047 0.0053 -0.0096
H -2.9682 2.6939 6.5806 -0.0184 0.0095 -0.0156
H -3.9979 1.7662 5.5226 -0.0140 -0.0065 -0.0103
H -1.0867 1.9980 5.4486 0.0052 -0.0065 0.0120
H -3.0425 1.2161 2.1398 -0.0038 -0.0025 0.0030
H -3.8046 -0.1784 4.6075 0.0142 -0.0015 0.0111
H -3.9119 -0.7309 2.9621 -0.0054 -0.0199 0.0349
H -5.6893 1.4775 4.1498 -0.0052 -0.0031 -0.0033
H -6.1893 -0.1823 3.7812 -0.0036 -0.0062 0.0002
H -5.7238 0.9210 2.4784 -0.0115 0.0075 0.0004
C -0.7268 -5.2596 5.5318 0.0175 0.0045 0.0003
C 0.3180 -4.7777 4.5305 -0.0047 -0.0036 0.0065
N -0.0391 -3.5316 3.8800 -0.0793 0.0570 0.1395
C -0.9263 -3.3645 2.8816 0.0228 -0.0602 -0.1565
S -1.3189 -1.8074 2.3659 -0.1170 0.0039 0.1264
N -1.4398 -4.4767 2.3273 0.0444 0.0100 -0.0085
C -2.3358 -4.5018 1.1771 -0.0082 0.0621 0.0201
C -3.7994 -4.4795 1.5911 0.0159 0.0345 0.0082
H -0.4103 -6.1961 5.9927 -0.0078 -0.0041 -0.0036
H -1.6967 -5.4191 5.0579 -0.0010 0.0012 0.0058
H -0.8558 -4.5174 6.3196 -0.0142 -0.0021 0.0054
H 0.5231 -5.5414 3.7746 0.0160 0.0032 -0.0123
H 1.2627 -4.6000 5.0441 0.0081 -0.0055 -0.0179
H 0.2858 -2.6702 4.2939 0.0197 0.0014 -0.0467
H -1.2239 -5.3618 2.7533 0.0407 -0.0114 -0.0306
H -2.1044 -5.4028 0.6081 -0.0202 -0.0251 0.0093
H -2.0984 -3.6492 0.5407 -0.0174 -0.0243 0.0114
H -4.0365 -5.3162 2.2509 0.0055 -0.0024 0.0054
H -4.4460 -4.5471 0.7162 0.0142 -0.0306 -0.0079
H -4.0219 -3.5496 2.1179 -0.0051 -0.0118 0.0053

***

Record 2
83
Properties=species:S:1:pos:R:3:forces:R:3 method="wB97M-V/def2-TZVPD" molar_mass_g_mol=705.289 orbital_gap_ev=8.87 de_lowest_ev=0.000 lumo_energy_ev=-2.2 total_energy_ev=-128331.673 e_homo_ev=-11.03 total_charge=+1
Sr -0.9136 -0.2308 -0.4228 -0.0439 -0.0743 -0.0445
C -2.3880 4.1768 -4.1048 0.0138 0.0155 0.0232
C -2.7149 3.6094 -2.7535 -0.0343 0.0159 -0.0022
C -3.6711 4.1703 -1.9144 0.0236 -0.0190 -0.0001
C -3.9305 3.6164 -0.6683 0.0223 -0.0262 0.0049
C -3.2043 2.4972 -0.3190 0.0284 -0.0128 -0.0426
Br -3.4757 1.6605 1.3733 0.0012 0.0116 -0.0916
N -2.2926 1.9327 -1.0918 -0.0554 0.0378 0.1164
C -2.0500 2.4823 -2.2862 0.0213 -0.0029 -0.0133
H -3.0241 5.0280 -4.3392 -0.0083 -0.0063 -0.0025
H -2.5160 3.4257 -4.8844 0.0025 -0.0021 -0.0014
H -1.3502 4.5107 -4.1386 -0.0017 -0.0020 -0.0142
H -4.2190 5.0493 -2.2308 0.0023 0.0024 -0.0036
H -4.6648 4.0349 0.0035 -0.0006 0.0094 -0.0048
H -1.2835 1.9863 -2.8734 -0.0049 -0.0043 0.0030
N -4.0151 -3.3279 1.4797 -0.0051 -0.0252 -0.0445
C -3.7321 -2.8650 2.7421 0.0546 0.0597 0.0172
C -2.7197 -1.9680 2.5841 -0.0777 -0.0516 0.0626
N -2.3810 -1.8740 1.2578 0.0446 -0.0080 -0.1292
C -3.1776 -2.7047 0.6176 0.0071 -0.0111 0.0478
C -3.1184 -2.8921 -0.8254 -0.0106 -0.0336 -0.0637
N -2.3544 -2.1542 -1.6026 -0.0271 0.0962 0.1509
C -2.5389 -2.6192 -2.8789 -0.0077 -0.0483 -0.0330
C -3.4217 -3.6554 -2.8674 -0.0116 0.0391 -0.0342
N -3.7899 -3.8155 -1.5527 0.0306 -0.0325 0.0624
H -4.7319 -3.9970 1.2580 -0.0093 0.0113 -0.0034
H -4.2652 -3.2104 3.6094 0.0100 0.0071 0.0102
H -2.2098 -1.3988 3.3431 0.0131 0.0016 -0.0088
H -2.0232 -2.1843 -3.7177 0.0134 0.0078 0.0096
H -3.8148 -4.2793 -3.6494 0.0028 0.0075 -0.0090
H -4.4039 -4.5333 -1.2086 -0.0080 0.0015 -0.0130
C 3.1349 1.1352 -0.1288 -0.0139 -0.0283 -0.0086
C 3.0175 -0.0322 0.8562 0.0017 0.0401 0.0182
C 4.2447 -0.0852 1.7662 -0.0090 -0.0240 -0.0003
C 2.9463 -1.3361 0.0479 -0.0021 0.0072 -0.0056
P 1.3688 0.0656 1.7427 0.0959 0.0616 0.0259
C 1.5159 -1.1818 3.0702 -0.0247 -0.0186 -0.0486
C 0.7997 -2.3657 2.8975 0.0033 -0.0208 0.0485
C 0.8633 -3.3880 3.8360 -0.0107 0.0001 -0.0146
C 1.6398 -3.2343 4.9727 0.0050 0.0073 -0.0040
C 2.3584 -2.0602 5.1609 0.0047 -0.0018 0.0090
C 2.3022 -1.0481 4.2168 -0.0167 0.0128 0.0060
C 1.1144 1.7308 2.5775 -0.0202 -0.0026 0.0085
C 0.0528 1.5122 3.6636 0.0268 -0.0157 -0.0091
C 2.3315 2.4269 3.1884 -0.0153 -0.0324 -0.0012
C 0.5046 2.6550 1.5106 0.0098 -0.0229 -0.0179
H 4.0226 0.9846 -0.7482 0.0014 -0.0035 0.0013
H 3.2513 2.0935 0.3769 0.0020 0.0103 -0.0024
H 2.2759 1.1795 -0.8041 0.0013 0.0119 0.0021
H 5.1413 -0.1317 1.1428 0.0009 0.0009 -0.0036
H 4.2372 -0.9747 2.3965 0.0058 0.0080 -0.0045
H 4.3353 0.7914 2.4057 -0.0043 0.0168 0.0023
H 3.8955 -1.4852 -0.4730 0.0010 -0.0087 0.0029
H 2.1604 -1.2893 -0.7112 -0.0006 -0.0033 0.0003
H 2.7796 -2.2032 0.6911 0.0070 -0.0124 -0.0074
H 0.1793 -2.4946 2.0180 0.0026 0.0172 -0.0090
H 0.3035 -4.3005 3.6756 0.0041 -0.0048 0.0105
H 1.6914 -4.0247 5.7097 -0.0034 -0.0041 -0.0017
H 2.9711 -1.9360 6.0442 0.0002 -0.0002 -0.0003
H 2.8842 -0.1517 4.3766 0.0012 -0.0028 0.0035
H 0.4473 0.9550 4.5124 -0.0060 -0.0035 0.0107
H -0.8127 0.9677 3.2723 -0.0043 0.0061 0.0012
H -0.3009 2.4815 4.0234 -0.0010 0.0039 -0.0018
H 2.8014 1.8360 3.9725 0.0056 0.0059 0.0011
H 2.0060 3.3666 3.6428 0.0066 0.0049 0.0010
H 3.0857 2.6688 2.4413 0.0047 0.0031 -0.0015
H -0.4635 2.2774 1.1658 -0.0038 0.0139 0.0053
H 1.1527 2.7857 0.6447 -0.0019 0.0041 -0.0081
H 0.3212 3.6414 1.9440 -0.0051 0.0001 0.0064
C 2.7280 0.7019 -3.7776 0.0032 0.0210 -0.0284
Si 1.0317 -0.0972 -3.7013 -0.0605 0.0499 0.0716
C 1.2647 -1.9143 -4.1290 0.0341 -0.0052 -0.0073
C -0.0260 0.6767 -5.0579 0.0196 -0.0037 -0.0635
O 0.3286 0.0985 -2.2573 0.0108 -0.0391 -0.0493
H 3.1322 0.6659 -4.7925 -0.0029 -0.0050 0.0000
H 3.4415 0.1939 -3.1247 -0.0113 -0.0043 0.0209
H 2.6870 1.7518 -3.4761 0.0001 -0.0025 0.0100
H 1.7972 -2.0194 -5.0780 -0.0020 -0.0122 0.0014
H 0.3245 -2.4637 -4.2219 -0.0159 0.0253 0.0221
H 1.8647 -2.4133 -3.3629 -0.0054 -0.0085 0.0030
H 0.3832 0.4542 -6.0469 -0.0074 -0.0054 0.0008
H -0.0702 1.7667 -4.9742 0.0040 -0.0010 0.0382
H -1.0522 0.2963 -5.0373 -0.0001 0.0006 0.0170

***

Record 3
85
Properties=species:S:1:pos:R:3:forces:R:3 method="wB97M-V/def2-TZVPD" molar_mass_g_mol=886.441 orbital_gap_ev="5.45 / 5.36" de_lowest_ev=0.000 lumo_energy_ev="4.0 / 3.4" total_energy_ev=-348012.225 e_homo_ev="-1.47 / -1.92" s2=9.20 total_charge=-2 spin_multiplicity=6
Fe -0.4801 -1.6243 -1.8032 0.0095 -0.2368 0.4429
C -1.1874 3.3549 3.3055 0.0154 -0.0162 0.0121
C -1.8824 3.6894 1.9774 -0.0123 -0.0012 0.0076
C -1.0428 4.7329 1.2269 0.0151 0.0075 -0.0032
C -3.2386 4.3165 2.3033 -0.0323 0.0088 -0.0093
C -2.0148 2.4239 1.1287 0.0065 -0.0142 -0.0343
C -0.8770 1.7104 0.7886 0.0065 0.0613 0.0264
C -0.9589 0.5590 0.0013 0.0450 -0.0769 0.0265
N 0.0526 -0.2595 -0.3826 -0.0900 0.2505 0.1404
C 1.3116 -0.3832 0.1018 -0.0324 -0.0170 -0.1130
C 2.1642 0.6464 0.5047 0.0387 0.0241 0.0230
C 3.4476 0.3787 0.9421 -0.0287 -0.0614 -0.0384
C 3.8408 -0.9692 0.9981 -0.0283 0.0174 0.0706
C 3.0419 -2.0394 0.6298 0.0039 -0.0450 0.0123
C 1.7441 -1.7717 0.0908 0.2300 0.1352 0.1088
O 0.9574 -2.6593 -0.3658 -0.2904 0.1102 -0.2594
C 3.6120 -3.4628 0.7052 0.0164 -0.0294 -0.0093
C 4.4400 -3.6588 1.9883 -0.0110 0.0439 -0.0419
C 2.5336 -4.5547 0.7209 -0.0309 -0.0783 0.0079
C 4.5147 -3.6946 -0.5154 -0.0168 0.0162 -0.0318
C 4.3839 1.5348 1.2922 0.0028 0.0130 0.0243
C 4.6369 2.3915 0.0431 -0.0024 0.0082 -0.0075
C 3.7448 2.4150 2.3772 -0.0089 0.0069 0.0006
C 5.7366 1.0528 1.8183 0.0157 -0.0268 0.0063
C -2.2437 0.0155 -0.3889 -0.1358 0.0782 0.0041
O -2.2628 -1.1432 -0.9568 0.2002 -0.0355 -0.1587
C -3.4011 0.7763 -0.0800 0.0177 -0.0815 0.0045
C -3.2415 1.9477 0.6550 0.0129 0.0009 0.0264
C -4.8248 0.4034 -0.5221 -0.0172 0.0402 0.0146
C -5.7525 0.3318 0.7015 -0.0057 -0.0039 0.0082
C -4.9409 -0.9327 -1.2624 -0.0028 -0.0159 0.0156
C -5.3351 1.4943 -1.4789 -0.0053 0.0008 -0.0213
H -1.0899 4.2511 3.9274 -0.0025 0.0035 -0.0082
H -0.1888 2.9477 3.1414 -0.0073 0.0005 -0.0056
H -1.7604 2.6081 3.8592 -0.0090 0.0082 -0.0042
H -0.9286 5.6430 1.8257 0.0016 -0.0028 -0.0021
H -1.5168 4.9961 0.2791 -0.0082 -0.0039 0.0043
H -0.0482 4.3457 1.0010 -0.0010 0.0026 0.0069
H -3.0935 5.1992 2.9325 0.0049 0.0003 -0.0014
H -3.8830 3.6181 2.8420 0.0152 0.0020 0.0046
H -3.7630 4.6320 1.3987 0.0090 -0.0031 0.0003
H 0.0898 2.0384 1.1434 -0.0213 -0.0154 -0.0160
H 1.8358 1.6698 0.3757 0.0073 -0.0203 0.0122
H 4.8435 -1.1870 1.3390 0.0119 -0.0205 0.0250
H 3.8191 -3.4905 2.8715 0.0010 0.0016 -0.0022
H 5.3014 -2.9932 2.0513 0.0246 0.0169 -0.0243
H 4.8170 -4.6849 2.0238 -0.0121 0.0012 -0.0023
H 1.8015 -4.3741 1.5110 0.0178 -0.0057 0.0045
H 3.0183 -5.5185 0.9088 0.0087 -0.0317 0.0089
H 1.9830 -4.6037 -0.2152 0.1103 -0.0414 0.0955
H 5.3293 -2.9662 -0.5417 0.0134 0.0066 0.0150
H 3.9368 -3.5857 -1.4353 -0.0086 -0.0007 0.0048
H 4.9473 -4.7008 -0.4926 -0.0218 0.0001 -0.0048
H 3.7029 2.7899 -0.3552 0.0032 0.0027 0.0059
H 5.0978 1.7928 -0.7447 0.0051 -0.0076 0.0105
H 5.2982 3.2329 0.2779 -0.0032 -0.0015 -0.0054
H 2.7981 2.8375 2.0368 -0.0019 -0.0044 -0.0020
H 4.4081 3.2447 2.6440 0.0002 -0.0032 -0.0069
H 3.5411 1.8287 3.2758 0.0109 -0.0040 -0.0042
H 6.2678 0.4575 1.0727 -0.0051 0.0100 -0.0027
H 5.6220 0.4447 2.7188 -0.0051 0.0083 -0.0055
H 6.3620 1.9146 2.0676 -0.0032 0.0040 0.0003
H -4.1340 2.5171 0.8824 0.0048 -0.0051 -0.0117
H -5.4038 -0.4351 1.3966 0.0040 0.0025 -0.0039
H -6.7675 0.0705 0.3852 0.0028 0.0028 -0.0011
H -5.8023 1.2795 1.2418 -0.0016 -0.0021 -0.0039
H -4.6388 -1.7740 -0.6406 -0.0084 0.0115 0.0006
H -4.3038 -0.9439 -2.1430 -0.0006 0.0035 -0.0089
H -5.9892 -1.0682 -1.5551 0.0121 -0.0099 -0.0145
H -5.3469 2.4784 -1.0042 0.0089 -0.0028 0.0033
H -6.3534 1.2621 -1.8086 -0.0011 0.0012 0.0083
H -4.6909 1.5453 -2.3588 0.0071 -0.0084 0.0045
Se 1.1176 -4.6724 -3.1628 -0.3214 0.4670 0.1675
Se 0.8263 -6.8264 -3.5237 0.0504 -0.3843 -0.0749
Se -2.5203 -4.7924 -3.9484 0.0664 0.0871 0.0811
Se -1.0785 -4.0092 -2.3280 0.1056 -0.2476 -0.2376
N -3.8472 -1.5806 -5.0190 0.1459 -0.0389 0.1474
C -2.5832 -1.1230 -4.6146 -0.0325 -0.2806 0.0288
N -1.5234 -1.6479 -5.3067 -0.1641 0.0206 -0.0316
O -2.4589 -0.2954 -3.7301 -0.1248 0.4756 -0.0526
H -3.8213 -2.5762 -5.2134 0.0017 -0.0206 -0.0495
H -4.5001 -1.4083 -4.2660 -0.0320 0.0419 -0.0397
H -1.6410 -2.6307 -5.5245 0.0383 -0.0411 -0.0708
H -0.6480 -1.4670 -4.8129 0.0811 -0.0306 -0.0039
S 1.0812 -1.3117 -3.2306 0.1374 -0.0271 -0.1924